{"formula": "C2H6N2O2RhSe2Te2", "method": "wB97M-V/def2-TZVPD", "homo_energy_ev": [-11.054, -11.722], "spin_multiplicity": 5, "total_charge": 1, "orbital_gap_ev": [6.96, 5.61], "s2": 6.02, "symbols": ["Te", "Te", "Rh", "Se", "Se", "O", "O", "N", "N", "C", "C", "H", "H", "H", "H", "H", "H"], "coordinates": [[2.990, 5.050, 0.000], [4.998, 3.097, 0.000], [1.472, 1.499, 0.000], [3.828, 0.961, 0.000], [0.849, 3.867, 0.000], [-0.758, 0.955, 0.000], [-2.480, -0.396, 0.000], [-0.328, -1.251, 0.000], [1.047, -0.976, 0.000], [-1.185, -0.193, 0.000], [-3.067, -1.693, 0.000], [-2.799, -2.253, -0.898], [1.507, -1.342, -0.837], [-4.142, -1.515, 0.000], [-0.641, -2.215, 0.000], [-2.799, -2.253, 0.899], [1.507, -1.343, 0.836]], "atomic_forces_ev_per_a": [[-0.33, -0.14, 0.00], [-0.05, -0.10, 0.00], [-1.12, -1.33, 0.00], [0.46, 0.76, 0.00], [0.87, 0.54, 0.00], [-0.25, 0.25, 0.00], [0.05, 0.25, 0.00], [0.07, -0.50, 0.00], [0.28, -0.03, 0.00], [0.55, 0.41, 0.00], [-0.21, -0.38, 0.00], [0.02, 0.06, 0.00], [-0.30, -0.02, 0.28], [0.16, -0.08, 0.00], [0.05, 0.27, 0.00], [0.02, 0.05, 0.00], [-0.30, -0.02, -0.28]], "lowdin_spin": [0.381, 0.366, 1.904, 0.598, 0.632, 0.050, 0.001, 0.005, 0.051, 0.006, 0.001, 0.000, 0.002, 0.000, 0.001, 0.000, 0.002]}

***

{"formula": "C25H53Cl2N6O11", "method": "wB97M-V/def2-TZVPD", "homo_energy_ev": -6.326, "total_charge": -1, "orbital_gap_ev": 8.29, "de_lowest_kj_mol": 390.5, "symbols": ["Cl", "Cl", "O", "O", "O", "O", "O", "O", "O", "O", "O", "O", "O", "N", "N", "N", "N", "N", "N", "C", "C", "C", "C", "C", "C", "C", "C", "C", "C", "C", "C", "C", "C", "C", "C", "C", "C", "C", "C", "C", "C", "C", "C", "C", "H", "H", "H", "H", "H", "H", "H", "H", "H", "H", "H", "H", "H", "H", "H", "H", "H", "H", "H", "H", "H", "H", "H", "H", "H", "H", "H", "H", "H", "H", "H", "H", "H", "H", "H", "H", "H", "H", "H", "H", "H", "H", "H", "H", "H", "H", "H", "H", "H", "H", "H", "H", "H"], "coordinates": [[-5.695, 8.443, -8.219], [-6.321, 10.922, -6.219], [-7.191, 14.109, -8.971], [-14.176, 12.938, -10.136], [-14.111, 10.873, -9.252], [-13.219, 5.584, -13.601], [-15.065, 14.510, -13.764], [-10.341, 5.130, -8.618], [-9.811, 9.718, -10.576], [-6.237, 6.433, -15.504], [-10.190, 10.702, -12.451], [-16.148, 11.818, -9.644], [-9.424, 9.349, -17.684], [-11.399, 4.308, -13.929], [-10.194, 7.293, -9.033], [-9.110, 10.238, -15.715], [-14.342, 12.324, -13.696], [-5.795, 8.596, -15.653], [-8.300, 15.469, -10.271], [-8.462, 11.463, -16.234], [-10.272, 8.124, -15.822], [-12.864, 12.494, -13.559], [-12.749, 11.301, -9.325], [-12.026, 5.335, -13.308], [-7.372, 16.543, -10.276], [-9.645, 6.077, -8.891], [-10.287, 3.513, -13.412], [-16.621, 12.716, -14.118], [-5.440, 7.458, -13.466], [-9.160, 13.228, -10.004], [-12.795, 12.742, -9.797], [-8.460, 9.104, -12.461], [-9.472, 9.260, -16.493], [-11.581, 7.613, -8.759], [-9.519, 9.890, -11.719], [-8.143, 14.303, -9.702], [-11.251, 6.167, -12.238], [-15.204, 13.276, -13.954], [-8.147, 5.943, -9.174], [-14.917, 11.890, -9.621], [-6.647, 10.920, -7.964], [-5.889, 7.486, -14.946], [-6.959, 9.669, -8.606], [-5.553, 9.922, -15.105], [-7.824, 4.971, -9.548], [-10.229, 6.441, -12.500], [-7.326, 16.925, -9.255], [-5.462, 8.468, -13.059], [-12.393, 12.038, -14.431], [-6.054, 10.715, -15.660], [-12.347, 13.452, -13.602], [-9.142, 12.046, -16.853], [-4.536, 10.289, -15.246], [-7.627, 9.044, -11.760], [-4.448, 7.019, -13.354], [-12.596, 13.412, -8.961], [-9.443, 3.748, -14.062], [-6.900, 9.748, -9.691], [-8.788, 12.448, -10.669], [-6.098, 6.845, -12.850], [-7.525, 6.046, -8.285], [-7.507, 11.563, -8.147], [-7.959, 9.711, -13.216], [-7.843, 12.036, -15.544], [-7.857, 9.183, -8.225], [-9.692, 7.457, -15.183], [-8.775, 8.151, -12.883], [-10.897, 8.511, -15.016], [-7.848, 6.733, -9.863], [-7.699, 17.517, -10.639], [-10.104, 13.657, -10.339], [-10.864, 7.604, -16.574], [-12.319, 6.814, -8.821], [-17.061, 12.644, -13.124], [-10.466, 2.438, -13.430], [-5.848, 10.067, -14.067], [-6.041, 8.481, -16.626], [-7.703, 11.036, -16.890], [-6.381, 16.247, -10.619], [-12.196, 10.609, -9.961], [-11.948, 3.862, -14.650], [-9.649, 8.006, -9.496], [-17.274, 13.323, -14.745], [-11.653, 8.359, -9.551], [-9.448, 10.279, -14.763], [-12.116, 12.816, -10.646], [-12.086, 11.271, -8.460], [-10.016, 3.877, -12.421], [-5.748, 11.338, -8.417], [-9.347, 12.748, -9.043], [-11.649, 7.965, -7.729], [-14.612, 11.385, -13.949], [-9.103, 15.651, -10.855], [-12.000, 6.959, -12.209], [-16.548, 11.728, -14.574], [-11.273, 5.814, -11.207], [-12.548, 11.946, -12.672]], "atomic_forces_ev_per_a": [[0.49, -0.33, -0.10], [-0.27, -0.27, 0.17], [0.74, -0.50, 0.55], [-0.72, -0.79, 0.45], [0.09, 0.71, 1.01], [2.34, 0.10, 0.52], [0.62, -2.20, -0.94], [-0.55, -1.63, 0.73], [0.24, -1.48, 4.81], [0.21, 0.87, 0.66], [0.86, -0.10, -0.48], [3.47, 0.49, 0.26], [0.88, -0.35, -2.82], [-0.02, -0.73, 0.07], [1.12, -0.56, 0.18], [1.44, 3.20, 2.86], [3.03, -0.26, -0.33], [0.12, 2.15, 0.10], [-2.18, 2.45, -2.78], [0.41, -1.78, -0.98], [0.39, 0.32, 0.77], [0.03, -1.07, -0.37], [1.41, -0.62, -0.58], [-1.53, -0.36, 0.46], [0.89, 1.14, 2.10], [0.46, -0.02, -0.54], [0.56, 1.37, -0.54], [0.32, -0.14, -0.61], [-0.59, 0.61, -0.40], [-0.22, 0.26, 0.81], [-0.50, -0.58, 0.15], [1.64, 0.70, 0.69], [-2.70, -1.73, 0.73], [0.83, 0.37, -0.30], [-2.07, 1.89, -5.11], [0.51, -1.70, 0.59], [-1.76, -0.20, -0.69], [-2.83, 3.42, 1.55], [0.16, 0.42, 0.06], [-2.35, -0.10, -1.39], [0.35, 2.16, -0.01], [0.10, -3.41, 0.72], [0.16, -2.72, 0.10], [0.29, 1.09, -0.73], [-0.66, -0.04, -0.32], [-0.25, 0.15, -0.18], [0.92, -0.57, 0.59], [0.29, -0.23, 0.25], [-0.06, -0.60, 0.09], [-0.65, -0.51, -0.12], [-1.30, 0.60, 0.49], [0.05, 0.22, 0.26], [0.52, -0.62, 0.41], [0.08, -1.09, 0.30], [0.08, 0.19, -0.33], [0.40, 0.22, -0.32], [0.37, -0.43, 0.10], [-0.58, 0.19, 0.16], [-0.09, 0.25, -0.21], [-0.20, -0.02, -0.36], [-0.33, 0.38, 0.28], [0.31, 0.40, 0.11], [-0.67, 0.04, -0.50], [-0.87, -0.05, 0.61], [-0.23, 0.34, -0.45], [0.60, -0.40, -0.70], [0.03, 0.04, 0.28], [-0.54, 0.52, -0.37], [0.21, -0.05, -0.09], [-0.51, -0.67, -1.41], [0.10, -0.20, -0.33], [0.21, -0.04, 0.20], [0.49, -0.26, -0.56], [0.04, -0.07, -0.02], [-0.25, 0.16, 0.16], [0.02, -0.37, -0.18], [-0.12, 0.15, 0.07], [-0.08, 0.38, -0.62], [-0.08, 0.20, -0.03], [-0.33, 0.22, -0.70], [-0.16, 0.17, 0.14], [-0.20, 0.42, -0.06], [0.28, 0.20, 0.09], [-1.39, 0.48, 0.57], [-0.05, -0.12, 0.27], [-0.33, 0.66, -0.04], [-1.05, -0.33, 1.01], [-0.16, -0.32, 0.09], [-0.22, 0.26, 0.03], [-0.11, -0.15, -0.03], [-0.23, 0.58, -0.12], [0.10, 0.15, 0.13], [-0.02, -0.58, 0.09], [0.81, 0.90, 0.10], [-0.34, -0.17, 0.11], [0.07, -0.76, -0.18], [0.23, 0.06, -0.17]], "lowdin_charge": [0.526, 0.546, 0.041, 0.042, 0.075, -0.012, -0.012, 0.023, -0.017, -0.005, -0.098, 0.103, 0.047, -0.005, 0.000, 0.028, 0.030, 0.044, -0.004, -0.059, 0.017, -0.036, -0.129, -0.501, -0.089, -0.580, -0.068, -0.011, 0.006, 0.022, -0.123, -0.018, -0.612, -0.057, -0.787, -0.580, 0.014, -0.558, -0.008, -0.504, -0.705, -0.544, -0.636, -0.077, 0.077, 0.065, 0.084, 0.043, 0.075, 0.049, 0.088, 0.086, 0.081, 0.051, 0.084, 0.130, 0.078, 0.064, 0.084, 0.077, 0.056, 0.056, 0.049, 0.077, 0.069, 0.062, 0.066, 0.074, 0.054, 0.085, 0.063, 0.083, 0.085, 0.085, 0.081, 0.070, 0.151, 0.061, 0.093, 0.101, 0.132, 0.076, 0.075, 0.067, 0.094, 0.101, 0.129, 0.077, 0.077, 0.083, 0.084, 0.133, 0.141, 0.082, 0.065, 0.067, 0.052]}

***

{"formula": "C4H5NO3", "method": "wB97M-V/def2-TZVPD", "homo_energy_ev": -9.196, "total_charge": 0, "orbital_gap_ev": 9.40, "de_lowest_kj_mol": 667.1, "symbols": ["O", "O", "O", "N", "C", "C", "C", "C", "H", "H", "H", "H", "H"], "coordinates": [[0.512, -1.173, -0.267], [-1.311, 0.238, -0.845], [0.665, 2.317, -0.030], [-0.093, 0.095, -0.173], [1.867, -1.065, -0.012], [2.169, 0.272, -0.293], [0.949, 1.096, -0.213], [-2.467, -0.052, 0.170], [-2.463, 0.863, 0.870], [-1.949, -1.113, 0.820], [3.181, 0.840, 0.065], [-3.540, -0.264, -0.286], [2.480, -2.053, 0.196]], "atomic_forces_ev_per_a": [[-0.01, -2.10, 0.50], [-0.24, -0.99, 1.39], [1.52, -3.98, -1.01], [-0.06, 1.20, -0.01], [-0.69, 1.93, -2.06], [3.14, 0.81, 3.55], [-2.13, 2.07, 0.36], [2.19, -1.85, 1.82], [-0.18, -1.62, -1.08], [-2.21, 3.40, -1.96], [-2.50, -1.76, -1.38], [2.82, 0.46, 0.41], [-1.64, 2.42, -0.51]], "lowdin_charge": [-0.040, -0.123, 0.019, -0.101, -0.044, -0.002, -0.379, -0.016, 0.085, 0.163, 0.163, 0.102, 0.172]}

***

{"formula": "C8H16N2O3S", "method": "wB97M-V/def2-TZVPD", "homo_energy_ev": -9.213, "total_charge": 0, "orbital_gap_ev": 9.61, "de_lowest_kj_mol": 685.8, "symbols": ["S", "O", "O", "O", "N", "N", "C", "C", "C", "C", "C", "C", "C", "C", "H", "H", "H", "H", "H", "H", "H", "H", "H", "H", "H", "H", "H", "H", "H", "H"], "coordinates": [[-4.249, -0.433, -0.728], [2.104, -1.475, 1.706], [1.901, -2.293, -0.389], [-1.194, 2.052, 1.210], [-1.492, -1.204, 0.449], [0.618, 0.826, 0.707], [1.690, -1.395, 0.287], [1.439, -0.024, -0.131], [-0.758, 1.061, 0.566], [3.453, -0.169, -1.395], [-1.557, 0.110, -0.379], [2.777, 0.669, -0.249], [-2.941, 0.657, -0.197], [2.616, 2.079, -0.661], [2.790, -0.036, -2.403], [-3.026, 1.826, -0.350], [-1.005, 0.101, -1.429], [1.011, 1.461, 1.370], [3.336, 0.701, 0.778], [1.620, 2.212, 0.000], [4.388, 0.419, -1.730], [-1.759, -2.112, -0.126], [-4.200, -1.568, 0.095], [1.215, 0.184, -1.199], [2.826, 2.072, -1.988], [-2.847, 0.382, 0.921], [-1.929, -1.121, 1.450], [3.583, 2.851, -0.062], [1.513, -0.723, 2.145], [3.795, -1.276, -1.178]], "atomic_forces_ev_per_a": [[-1.31, -0.71, -0.86], [-3.27, 2.61, -0.96], [0.12, -3.63, -2.62], [0.44, -2.79, -1.72], [0.02, -1.27, -1.32], [-2.58, -1.52, -0.04], [0.91, 1.43, 5.01], [-0.90, 3.42, -0.55], [1.79, 2.52, 1.16], [2.20, 0.60, -1.76], [1.69, -0.46, 1.12], [3.42, -2.15, 0.68], [0.24, 0.27, 2.53], [1.91, 2.54, 0.07], [1.26, -0.83, 2.50], [-0.36, -2.72, 0.12], [-1.43, -0.56, 2.14], [0.37, 0.13, 0.43], [-0.75, -0.74, -1.83], [1.96, 1.79, -3.05], [-1.06, -1.03, 0.70], [0.45, 2.76, 1.91], [0.47, 1.52, -0.47], [-1.20, -1.24, 0.65], [-1.48, 0.84, 4.21], [-1.55, 1.87, -1.30], [0.84, -0.31, -2.93], [-3.12, -2.43, -2.26], [1.90, -2.30, -1.02], [-1.00, 2.40, -0.54]], "lowdin_charge": [0.681, 0.007, 0.178, 0.023, -0.015, 0.045, -0.491, -0.304, -0.392, -0.089, -0.356, -0.494, -0.597, -0.100, 0.128, 0.144, 0.183, 0.132, 0.173, 0.094, 0.087, 0.127, -0.113, 0.150, 0.165, 0.076, 0.132, 0.168, 0.141, 0.115]}

***

What did the fourth record say?
{"formula": "C8H16N2O3S", "method": "wB97M-V/def2-TZVPD", "homo_energy_ev": -9.213, "total_charge": 0, "orbital_gap_ev": 9.61, "de_lowest_kj_mol": 685.8, "symbols": ["S", "O", "O", "O", "N", "N", "C", "C", "C", "C", "C", "C", "C", "C", "H", "H", "H", "H", "H", "H", "H", "H", "H", "H", "H", "H", "H", "H", "H", "H"], "coordinates": [[-4.249, -0.433, -0.728], [2.104, -1.475, 1.706], [1.901, -2.293, -0.389], [-1.194, 2.052, 1.210], [-1.492, -1.204, 0.449], [0.618, 0.826, 0.707], [1.690, -1.395, 0.287], [1.439, -0.024, -0.131], [-0.758, 1.061, 0.566], [3.453, -0.169, -1.395], [-1.557, 0.110, -0.379], [2.777, 0.669, -0.249], [-2.941, 0.657, -0.197], [2.616, 2.079, -0.661], [2.790, -0.036, -2.403], [-3.026, 1.826, -0.350], [-1.005, 0.101, -1.429], [1.011, 1.461, 1.370], [3.336, 0.701, 0.778], [1.620, 2.212, 0.000], [4.388, 0.419, -1.730], [-1.759, -2.112, -0.126], [-4.200, -1.568, 0.095], [1.215, 0.184, -1.199], [2.826, 2.072, -1.988], [-2.847, 0.382, 0.921], [-1.929, -1.121, 1.450], [3.583, 2.851, -0.062], [1.513, -0.723, 2.145], [3.795, -1.276, -1.178]], "atomic_forces_ev_per_a": [[-1.31, -0.71, -0.86], [-3.27, 2.61, -0.96], [0.12, -3.63, -2.62], [0.44, -2.79, -1.72], [0.02, -1.27, -1.32], [-2.58, -1.52, -0.04], [0.91, 1.43, 5.01], [-0.90, 3.42, -0.55], [1.79, 2.52, 1.16], [2.20, 0.60, -1.76], [1.69, -0.46, 1.12], [3.42, -2.15, 0.68], [0.24, 0.27, 2.53], [1.91, 2.54, 0.07], [1.26, -0.83, 2.50], [-0.36, -2.72, 0.12], [-1.43, -0.56, 2.14], [0.37, 0.13, 0.43], [-0.75, -0.74, -1.83], [1.96, 1.79, -3.05], [-1.06, -1.03, 0.70], [0.45, 2.76, 1.91], [0.47, 1.52, -0.47], [-1.20, -1.24, 0.65], [-1.48, 0.84, 4.21], [-1.55, 1.87, -1.30], [0.84, -0.31, -2.93], [-3.12, -2.43, -2.26], [1.90, -2.30, -1.02], [-1.00, 2.40, -0.54]], "lowdin_charge": [0.681, 0.007, 0.178, 0.023, -0.015, 0.045, -0.491, -0.304, -0.392, -0.089, -0.356, -0.494, -0.597, -0.100, 0.128, 0.144, 0.183, 0.132, 0.173, 0.094, 0.087, 0.127, -0.113, 0.150, 0.165, 0.076, 0.132, 0.168, 0.141, 0.115]}